[1]
{"formula": "C5H8N2", "method": "ωB97M-V with the def2-TZVPD basis set", "total_charge": 0, "gap_ev": 7.327, "e_above_lowest_ev": 4.532, "e_homo_ev": -6.98, "largest_force_ha_per_bohr": 0.0079, "species": ["C", "N", "C", "C", "C", "C", "N", "H", "H", "H", "H", "H", "H", "H", "H"], "positions_angstrom": [[2.4095, -0.7109, -0.3151], [1.2577, -0.0530, 0.6345], [0.8830, 1.2188, 0.0960], [-0.4219, 1.1794, -0.2134], [-0.8712, -0.1422, 0.1870], [-2.2497, -0.6946, 0.0264], [0.0806, -0.8533, 0.7055], [2.6028, 0.1046, -1.0346], [1.8126, -1.4543, -0.8646], [1.6679, -0.0214, 1.5641], [1.6406, 1.9810, -0.0197], [-1.0071, 1.9399, -0.7122], [-2.5166, -0.7540, -1.0342], [-2.9833, -0.0464, 0.5176], [-2.3047, -1.6937, 0.4627]], "forces_ev_per_angstrom": [[-0.17, 0.11, -0.17], [0.07, 0.07, -0.04], [-0.21, 0.07, -0.04], [0.30, 0.08, 0.03], [0.10, -0.25, 0.15], [0.01, -0.03, 0.03], [-0.34, 0.14, -0.17], [-0.01, -0.11, 0.13], [0.09, 0.06, 0.12], [-0.03, 0.02, -0.09], [-0.11, -0.13, 0.00], [0.10, -0.11, 0.08], [0.06, 0.02, 0.14], [0.12, -0.07, -0.07], [0.02, 0.14, -0.07]]}

[2]
{"formula": "C5H8N2", "method": "ωB97M-V with the def2-TZVPD basis set", "total_charge": 0, "smiles": "C[C@@]12CN=CN1C2", "gap_ev": 10.758, "e_above_lowest_ev": 3.634, "e_homo_ev": -9.68, "largest_force_ha_per_bohr": 0.1552, "species": ["C", "C", "C", "C", "C", "H", "H", "H", "H", "H", "H", "H", "H", "N", "N"], "positions_angstrom": [[1.7530, 0.2805, -0.3275], [0.2927, -0.0649, -0.0398], [-0.4772, 1.2653, 0.2122], [-1.8899, -0.3562, -0.4477], [-0.0918, -1.2508, 0.6375], [1.8151, 0.9850, -1.0976], [2.3835, 0.4804, 0.6578], [2.2194, -0.5256, -0.7926], [-0.2124, 1.8365, 1.2660], [-0.2393, 2.0218, -0.6425], [-2.6338, -0.9922, -0.7258], [0.3792, -2.1546, 0.6322], [-0.8868, -1.3854, 1.3831], [-1.9481, 0.7550, 0.0232], [-0.4636, -0.8948, -0.7386]], "forces_ev_per_angstrom": [[0.23, -0.87, 2.63], [4.10, 6.36, 2.53], [-0.78, 0.68, 0.73], [4.30, -1.38, -2.05], [-2.02, -1.39, 1.71], [0.15, 1.90, -0.62], [-1.55, 0.07, -2.17], [0.89, -1.92, -0.50], [-1.12, -1.64, -2.64], [-0.49, -1.33, 1.48], [-2.18, -1.61, -0.63], [2.49, -1.86, 0.08], [0.05, 1.00, -0.28], [1.09, 4.44, 2.12], [-5.16, -2.44, -2.41]]}

[3]
{"formula": "C5H8N2", "method": "ωB97M-V with the def2-TZVPD basis set", "total_charge": 0, "smiles": "N#C/C=C/CCN", "gap_ev": 10.165, "e_above_lowest_ev": 1.304, "e_homo_ev": -9.57, "largest_force_ha_per_bohr": 0.0242, "species": ["N", "C", "C", "N", "C", "C", "C", "H", "H", "H", "H", "H", "H", "H", "H"], "positions_angstrom": [[-1.4307, 0.5513, 0.1376], [0.5059, -1.3572, 0.6758], [0.1263, -2.7047, 0.3740], [-0.1745, -3.8025, 0.1504], [1.0002, -0.5303, -0.2481], [1.0205, 0.9440, -0.0233], [-0.4250, 1.4459, -0.3698], [-2.2710, 0.9794, 0.4899], [-1.6101, -0.2041, -0.5107], [0.1565, -0.9591, 1.6254], [1.1549, -0.8858, -1.2641], [1.2443, 1.1753, 1.0232], [1.7825, 1.4453, -0.6376], [-0.4667, 1.5936, -1.4583], [-0.5727, 2.4356, 0.0633]], "forces_ev_per_angstrom": [[-0.10, -0.14, 0.09], [-0.25, 0.19, -0.21], [0.07, -1.24, -0.12], [0.23, 1.16, 0.19], [-0.02, -0.11, 0.02], [-0.09, 0.00, 0.11], [0.51, 0.59, -0.26], [-0.03, 0.09, -0.33], [-0.35, 0.12, 0.28], [0.32, -0.21, -0.05], [0.22, -0.10, 0.13], [-0.11, -0.12, -0.09], [-0.36, -0.09, 0.09], [-0.11, -0.11, 0.08], [0.07, -0.02, 0.06]]}

[4]
{"formula": "C5H8N2", "method": "ωB97M-V with the def2-TZVPD basis set", "total_charge": 0, "smiles": "C=C=C(N)/C=N/C", "gap_ev": 9.342, "e_above_lowest_ev": 2.426, "e_homo_ev": -8.30, "largest_force_ha_per_bohr": 0.0090, "species": ["C", "N", "C", "C", "C", "N", "C", "H", "H", "H", "H", "H", "H", "H", "H"], "positions_angstrom": [[-0.4473, -2.3842, 1.1991], [-0.5280, -1.0995, 0.5471], [-1.4956, 2.3199, -0.2052], [-0.4679, 1.5476, -0.4203], [0.5629, 0.7409, -0.5584], [1.7887, 1.0910, -1.1803], [0.5331, -0.6042, 0.0677], [-1.2028, -3.0524, 0.7725], [0.5420, -2.8647, 1.1268], [-0.6975, -2.2547, 2.2584], [-1.5504, 2.9681, 0.6679], [-2.3522, 2.3232, -0.8772], [1.7309, 1.9942, -1.6354], [2.0780, 0.3987, -1.8637], [1.5062, -1.1239, 0.1010]], "forces_ev_per_angstrom": [[0.00, -0.19, 0.09], [0.42, 0.13, -0.16], [0.10, -0.10, -0.02], [0.04, 0.03, -0.01], [-0.34, 0.11, 0.13], [-0.03, 0.05, -0.17], [-0.26, -0.08, 0.12], [0.12, 0.08, 0.06], [-0.12, 0.10, -0.01], [0.03, -0.04, -0.15], [0.07, -0.05, -0.13], [0.12, -0.02, 0.08], [0.03, -0.10, 0.08], [-0.02, 0.05, 0.09], [-0.15, 0.03, 0.02]]}

[5]
{"formula": "C5H8N2", "method": "ωB97M-V with the def2-TZVPD basis set", "total_charge": 0, "gap_ev": 10.843, "e_above_lowest_ev": 2.520, "e_homo_ev": -9.87, "largest_force_ha_per_bohr": 0.0304, "species": ["C", "C", "C", "C", "N", "N", "C", "H", "H", "H", "H", "H", "H", "H", "H"], "positions_angstrom": [[-1.9195, 0.1960, 0.0823], [-0.5457, -0.2784, -0.3311], [0.6228, 0.5994, -0.6310], [-0.0605, 3.0190, -0.7730], [0.5021, 1.9985, -0.6022], [0.5511, -0.1048, 0.6067], [1.5307, -1.1542, 0.8022], [-1.8809, 1.1332, 0.6445], [-2.5657, 0.3407, -0.7911], [-2.3865, -0.5628, 0.7218], [-0.5468, -1.1908, -0.9340], [1.3170, 0.2573, -1.3991], [1.7070, -1.7572, -0.1041], [1.2017, -1.8128, 1.6099], [2.4732, -0.6830, 1.0983]], "forces_ev_per_angstrom": [[0.04, 0.04, -0.02], [-0.17, -0.20, -0.02], [0.02, -0.13, -0.23], [0.79, -0.59, 0.28], [-1.14, 1.00, -0.38], [0.05, 0.02, 0.09], [0.12, -0.15, 0.04], [0.11, -0.15, -0.12], [0.15, -0.02, 0.10], [0.09, 0.13, -0.11], [0.07, 0.03, 0.17], [-0.03, 0.05, 0.21], [-0.05, 0.07, 0.12], [0.04, 0.05, -0.12], [-0.10, -0.15, -0.02]]}

[6]
{"formula": "C5H8N2", "method": "ωB97M-V with the def2-TZVPD basis set", "total_charge": 0, "gap_ev": [7.044, 6.848], "e_above_lowest_ev": 6.882, "e_homo_ev": [-7.95, -7.97], "largest_force_ha_per_bohr": 0.0877, "species": ["C", "C", "C", "C", "C", "N", "N", "H", "H", "H", "H", "H", "H", "H", "H"], "positions_angstrom": [[1.6337, 0.2268, 1.0585], [-1.4389, -0.9317, 1.1433], [-1.4707, 0.1654, 0.1886], [-2.7872, 0.4229, -0.4933], [3.5074, 0.0212, -0.6428], [-0.4002, 0.7691, -0.1247], [2.5537, 0.1763, 0.3576], [-0.6904, -1.0039, 1.8324], [-2.2840, -1.6980, 1.3401], [-2.8219, 0.5351, -1.6363], [-3.6013, -0.2270, -0.3070], [-3.2811, 1.3437, -0.0341], [3.1278, -0.8035, -1.3340], [4.3716, -0.0236, -0.1075], [3.5816, 1.0272, -1.2409]], "forces_ev_per_angstrom": [[-0.16, -0.09, 0.96], [-3.15, 0.63, -1.95], [-1.42, -3.88, 1.80], [-1.52, 2.63, -1.52], [-2.48, 1.90, -3.19], [0.64, 1.22, -0.66], [-1.06, 0.13, 0.23], [2.32, -0.08, 1.30], [1.13, 1.74, -0.81], [0.71, 0.11, 1.71], [-0.19, -1.65, 0.56], [1.12, -0.55, -0.79], [1.32, 0.93, 0.94], [3.04, -1.14, 0.57], [-0.29, -1.90, 0.84]]}

[7]
{"formula": "C5H8N2", "method": "ωB97M-V with the def2-TZVPD basis set", "total_charge": 0, "smiles": "Cn1ccc(N)c1", "gap_ev": 8.454, "e_above_lowest_ev": 0.503, "e_homo_ev": -7.41, "largest_force_ha_per_bohr": 0.0049, "species": ["C", "N", "C", "C", "C", "N", "C", "H", "H", "H", "H", "H", "H", "H", "H"], "positions_angstrom": [[-2.0075, -1.1641, -0.1010], [-0.8495, -0.3265, 0.1277], [-0.7110, 0.7685, 0.9339], [0.5757, 1.2457, 0.8062], [1.2558, 0.3903, -0.1044], [2.6135, 0.4474, -0.4809], [0.3521, -0.5618, -0.5034], [-2.9122, -0.5675, -0.2453], [-1.8299, -1.7263, -1.0220], [-2.1725, -1.8845, 0.7078], [-1.5107, 1.1304, 1.5671], [0.9861, 2.1184, 1.3008], [3.0029, 1.3733, -0.3652], [2.7462, 0.1544, -1.4411], [0.4611, -1.3976, -1.1801]], "forces_ev_per_angstrom": [[-0.13, -0.05, -0.01], [0.14, 0.11, 0.01], [-0.06, -0.11, -0.04], [0.08, -0.03, 0.01], [-0.20, -0.03, 0.04], [0.02, 0.13, -0.11], [0.07, -0.05, -0.05], [0.14, -0.01, 0.10], [-0.09, 0.08, 0.16], [0.04, 0.17, -0.04], [0.02, -0.11, -0.23], [-0.09, -0.19, -0.03], [-0.03, -0.06, -0.01], [0.05, 0.04, 0.13], [0.01, 0.11, 0.07]]}

[8]
{"formula": "C5H8N2", "method": "ωB97M-V with the def2-TZVPD basis set", "total_charge": 0, "smiles": "C=CCC#N.C=N", "gap_ev": 11.236, "e_above_lowest_ev": 1.955, "e_homo_ev": -10.26, "largest_force_ha_per_bohr": 0.0233, "species": ["C", "C", "C", "N", "C", "C", "N", "H", "H", "H", "H", "H", "H", "H", "H"], "positions_angstrom": [[1.6878, -0.1562, -0.8536], [1.2783, -0.1814, 0.4066], [-1.0591, 1.7296, -0.3739], [-1.8213, 1.2334, 0.5128], [0.2015, -1.0810, 0.9661], [-0.7568, -1.5999, -0.0130], [-1.5332, -2.0295, -0.7563], [1.1725, -0.7039, -1.6380], [2.5533, 0.4239, -1.1586], [0.6839, -1.9489, 1.4244], [1.7958, 0.4113, 1.1586], [-1.0768, 1.4644, -1.4372], [-0.3299, 2.4884, -0.0827], [-2.4299, 0.5283, 0.0917], [-0.3661, -0.5785, 1.7531]], "forces_ev_per_angstrom": [[-0.10, 0.06, -0.05], [0.24, -0.19, -0.03], [-0.27, 0.06, 0.26], [0.30, 0.12, -0.46], [-0.01, -0.02, 0.01], [-0.69, -0.41, -0.72], [0.83, 0.50, 0.70], [0.06, -0.09, 0.12], [-0.19, 0.06, 0.09], [0.00, 0.02, 0.08], [-0.03, -0.12, -0.08], [-0.04, -0.06, 0.15], [-0.09, -0.05, 0.00], [-0.05, 0.09, 0.03], [0.03, 0.05, -0.11]]}

[9]
{"formula": "C5H8N2", "method": "ωB97M-V with the def2-TZVPD basis set", "total_charge": 0, "smiles": "Cc1cnn(C)c1", "gap_ev": 9.723, "e_above_lowest_ev": 1.294, "e_homo_ev": -8.76, "largest_force_ha_per_bohr": 0.0108, "species": ["C", "N", "C", "C", "C", "C", "N", "H", "H", "H", "H", "H", "H", "H", "H"], "positions_angstrom": [[-2.4097, -0.3614, -0.0774], [-1.1315, 0.1367, -0.5465], [-0.0270, -0.6592, -0.6502], [1.0627, 0.1093, -0.3039], [2.3043, -0.2394, 0.4659], [0.5039, 1.3931, -0.1185], [-0.8084, 1.3973, -0.1984], [-3.1966, 0.3280, -0.3793], [-2.3957, -0.4304, 1.0190], [-2.5894, -1.3579, -0.4860], [-0.1517, -1.6714, -1.0191], [3.2607, 0.0940, 0.0593], [2.3349, -1.3038, 0.6995], [2.1707, 0.2792, 1.4251], [1.0728, 2.2860, 0.1103]], "forces_ev_per_angstrom": [[-0.18, -0.03, -0.11], [-0.05, -0.02, -0.14], [0.00, 0.06, 0.20], [-0.24, 0.08, 0.40], [0.22, -0.13, -0.02], [-0.08, 0.20, 0.12], [0.05, 0.07, -0.26], [0.02, -0.10, -0.02], [-0.03, 0.01, -0.24], [-0.02, 0.18, -0.05], [0.19, 0.02, 0.52], [-0.09, -0.14, -0.21], [0.20, 0.01, -0.18], [0.28, -0.23, -0.13], [-0.27, 0.02, 0.11]]}

[10]
{"formula": "C5H8N2", "method": "ωB97M-V with the def2-TZVPD basis set", "total_charge": 2, "smiles": "C/C=C/C#[N+]C=[NH2+]", "gap_ev": 8.435, "e_above_lowest_ev": 1.233, "e_homo_ev": -19.31, "largest_force_ha_per_bohr": 0.2078, "species": ["C", "C", "C", "C", "C", "N", "N", "H", "H", "H", "H", "H", "H", "H", "H"], "positions_angstrom": [[-0.3438, 0.2946, -0.3477], [0.9267, 0.3832, -0.1661], [1.9670, -0.6130, -0.1248], [-2.9377, 0.4582, -0.1560], [3.2348, -0.0596, 0.1636], [-1.6142, 0.2420, -0.1438], [-3.7189, -0.4857, 0.0943], [1.4901, 1.4039, -0.0438], [1.6033, -1.5849, -0.2530], [-3.2720, 1.6096, -0.0865], [4.1263, -0.1942, -0.4912], [3.5684, -0.6393, 1.0178], [3.1720, 1.0797, 0.2602], [-4.7581, -0.4150, 0.1400], [-3.4439, -1.4795, 0.1369]], "forces_ev_per_angstrom": [[-10.50, -0.40, 1.94], [5.38, 1.42, 0.10], [-2.42, 2.77, -0.72], [1.33, 4.16, 0.90], [1.42, 1.54, -0.34], [7.69, 0.38, -1.81], [-3.10, -2.88, -0.08], [-2.25, -1.27, -0.42], [0.46, -1.89, -0.10], [0.55, -2.73, -0.62], [-0.69, -0.60, -0.22], [0.45, 0.06, 0.91], [0.37, -1.80, 0.48], [0.97, 0.61, -0.01], [0.32, 0.64, -0.02]]}

Number 8 is which compound? C5H8N2